# 1
{"formula": "C22H25CoN4O7PS", "method": "the ωB97M-V functional and the def2-TZVPD basis", "total_charge": 1, "lumo_ev": [-3.14, -3.14], "e_homo_ev": [-10.9, -10.9], "species": ["Co", "O", "C", "O", "C", "O", "C", "C", "O", "O", "H", "H", "H", "H", "H", "N", "C", "C", "C", "C", "C", "C", "S", "O", "O", "N", "C", "N", "C", "C", "C", "N", "H", "H", "H", "H", "H", "H", "H", "H", "H", "C", "P", "C", "C", "C", "C", "C", "C", "C", "H", "H", "H", "H", "H", "H", "H", "H", "H", "H", "H"], "positions_angstrom": [[-0.318731, 0.833935, -0.820790], [1.950420, -1.792227, 1.005988], [0.782823, -1.305491, 0.372708], [0.693225, 0.029125, 0.513512], [0.883283, -1.699632, -1.120274], [0.314140, -0.672335, -1.965785], [-0.853588, -1.091559, -2.707583], [-2.095394, -0.930632, -1.814533], [-3.179252, -1.280029, -2.213762], [-1.835325, -0.365664, -0.668077], [2.442887, -1.002138, 1.267596], [0.431998, -2.660839, -1.360321], [1.946375, -1.727581, -1.354759], [-0.733107, -2.113671, -3.060232], [-0.929426, -0.436539, -3.572422], [4.762583, 3.531873, 3.914073], [3.782700, 3.434219, 2.978020], [3.872272, 2.487919, 1.942857], [2.871277, 2.383948, 1.003349], [1.768602, 3.223705, 1.080994], [1.661489, 4.176679, 2.092026], [2.654649, 4.272376, 3.037676], [0.503620, 3.141646, -0.100460], [0.101420, 4.445211, -0.518098], [-0.646606, 2.284361, 0.391656], [1.025775, 2.142090, -1.313468], [0.266744, 2.508575, -2.442243], [0.627797, 3.361261, -3.367367], [-0.316889, 3.650342, -4.261648], [-1.599565, 3.110758, -4.225178], [-1.869195, 2.177037, -3.244669], [-0.908829, 1.860595, -2.376175], [5.629318, 3.042299, 3.790233], [4.759226, 4.291929, 4.568903], [4.743369, 1.848573, 1.878001], [2.941888, 1.668124, 0.196055], [0.810054, 4.843734, 2.125697], [2.578379, 5.008856, 3.826806], [-0.034658, 4.351004, -5.038563], [-2.350493, 3.400518, -4.943567], [-2.818238, 1.663140, -3.149463], [0.169490, -3.093751, 2.704887], [-0.626359, -2.133586, 1.398406], [-1.563230, -0.860136, 2.249707], [-1.660782, -3.294739, 0.507055], [-1.066694, -4.464304, 0.023438], [-1.835794, -5.404295, -0.638217], [-3.197927, -5.186201, -0.810219], [-3.788198, -4.029127, -0.329045], [-3.022651, -3.077273, 0.326927], [0.878183, -3.806114, 2.290430], [-0.609005, -3.623307, 3.254544], [0.706621, -2.424171, 3.374554], [-2.036025, -1.302376, 3.126596], [-2.300722, -0.408593, 1.594210], [-0.852428, -0.092367, 2.558293], [-0.007313, -4.648264, 0.168351], [-1.376657, -6.308650, -1.013470], [-3.799034, -5.923056, -1.325612], [-4.844500, -3.853507, -0.476865], [-3.483991, -2.161680, 0.669315]], "forces_ev_per_angstrom": [[0.4, -0.8, -0.2], [-0.1, 0.0, 0.0], [0.1, -0.1, -0.1], [-0.1, 0.0, 0.0], [0.1, 0.1, 0.0], [-0.3, 0.2, 0.1], [-0.1, 0.0, 0.2], [0.1, 0.1, -0.2], [0.0, -0.1, 0.0], [0.1, 0.3, 0.3], [0.0, 0.0, 0.0], [0.0, 0.0, 0.0], [0.0, 0.0, 0.0], [0.0, 0.0, 0.1], [0.0, 0.0, 0.0], [0.0, 0.0, 0.1], [-0.1, 0.0, -0.1], [0.0, 0.0, 0.0], [0.1, -0.1, 0.0], [-0.1, -0.1, -0.2], [0.0, 0.0, 0.0], [0.0, 0.0, 0.0], [-0.1, -0.2, 0.1], [0.1, 0.1, 0.1], [0.1, 0.1, -0.2], [0.2, 0.4, 0.5], [-0.4, 0.0, -0.3], [0.1, 0.0, 0.1], [-0.1, 0.0, -0.1], [0.1, 0.0, 0.0], [0.1, -0.2, 0.0], [0.0, 0.4, 0.0], [0.0, 0.0, 0.0], [0.0, 0.0, 0.0], [0.0, 0.0, 0.0], [0.0, 0.0, 0.0], [0.0, 0.0, 0.0], [0.0, 0.0, 0.0], [0.0, 0.0, 0.0], [0.0, 0.0, 0.0], [0.0, 0.0, 0.0], [0.0, 0.0, 0.0], [0.0, -0.1, 0.1], [0.1, -0.1, -0.1], [0.0, 0.1, 0.0], [0.0, 0.0, 0.0], [0.0, 0.0, 0.0], [0.0, 0.0, 0.0], [0.0, 0.0, 0.0], [0.0, 0.0, 0.0], [0.0, 0.0, 0.0], [0.0, 0.0, 0.0], [0.0, 0.0, 0.0], [0.0, 0.0, 0.0], [0.0, 0.0, 0.0], [0.0, 0.0, 0.0], [0.0, 0.0, 0.0], [0.0, 0.0, 0.0], [0.0, 0.0, 0.0], [0.0, 0.0, 0.0], [0.0, 0.0, 0.0]], "mulliken_charge": [0.57, -0.60, 0.93, -0.46, -0.76, -0.33, -0.66, 0.91, -0.68, -0.73, 0.39, 0.27, 0.36, 0.55, 0.27, -0.47, 1.08, -1.09, -0.22, -0.04, -0.67, -0.82, 1.62, -0.66, -0.63, -0.26, 0.26, -0.62, -0.30, -0.80, 0.10, 0.25, 0.21, 0.20, 0.32, 0.73, 0.45, 0.32, 0.44, 0.43, 0.52, -1.28, 1.43, -1.68, 0.35, -0.52, -0.83, -0.50, -0.61, -0.24, 0.41, 0.43, 0.42, 0.53, 0.39, 0.40, 0.36, 0.43, 0.42, 0.43, 0.30]}

# 2
{"formula": "C22H25CuN3O3", "method": "the ωB97M-V functional and the def2-TZVPD basis", "total_charge": 1, "lumo_ev": -2.91, "e_homo_ev": -10.5, "species": ["C", "C", "H", "H", "C", "C", "H", "H", "C", "H", "H", "H", "C", "H", "H", "H", "Cu", "O", "C", "O", "C", "O", "N", "C", "C", "H", "H", "H", "H", "C", "C", "H", "H", "H", "C", "C", "C", "C", "N", "C", "C", "C", "C", "C", "C", "N", "H", "H", "H", "H", "H", "H", "H", "H"], "positions_angstrom": [[-0.427137, -2.053679, -6.853519], [-1.062295, -1.175279, -8.035298], [-0.533540, -3.096882, -7.249096], [0.665588, -1.893688, -6.901930], [-1.256167, 0.114417, -7.675987], [-1.165854, 0.592958, -6.165509], [-2.170203, 0.973287, -5.779744], [-0.516428, 1.478480, -6.308126], [-1.537103, -1.847027, -9.299148], [-1.431063, -2.933252, -9.181806], [-1.047633, -1.563708, -10.247900], [-2.619699, -1.718254, -9.474473], [-1.636107, 0.976276, -8.815939], [-2.662905, 0.826071, -9.161474], [-1.009252, 0.690821, -9.671193], [-1.515446, 2.028324, -8.674602], [-0.212859, -0.241028, -0.752740], [-0.198747, -0.719036, -2.797995], [0.222148, -0.038655, -3.750112], [0.959343, 1.309766, -1.195707], [1.604200, 1.430445, -2.261082], [2.614624, 2.294638, -2.357266], [1.378888, 0.764916, -3.486653], [3.157368, 2.217057, -3.745165], [2.349595, 1.226704, -4.506578], [4.191170, 1.917302, -3.680894], [3.057948, 3.187931, -4.214567], [2.954995, 0.369210, -4.833080], [1.757096, 1.667159, -5.333560], [-0.287105, -0.229487, -5.311988], [-0.789071, -1.621120, -5.531614], [0.662303, -0.050792, -5.780753], [-0.893820, -2.235086, -4.616924], [-1.710693, -1.656317, -6.110980], [-3.591604, 1.562755, 1.189819], [-3.523877, 0.977543, 2.454071], [-2.499402, 0.076169, 2.762395], [-1.578803, -0.246002, 1.743172], [-1.674457, 0.296651, 0.486914], [-2.631953, 1.218615, 0.238034], [-0.438638, -1.138019, 1.931919], [-0.113369, -1.771255, 3.138131], [1.024075, -2.552105, 3.200022], [1.844408, -2.655146, 2.072870], [1.483750, -1.981681, 0.891615], [0.333872, -1.273833, 0.798999], [-4.363717, 2.276225, 0.923929], [-4.258780, 1.218702, 3.213021], [-2.374233, -0.377246, 3.756012], [-2.603596, 1.657439, -0.757243], [-0.780475, -1.607053, 3.989750], [1.279361, -3.068177, 4.110789], [2.753528, -3.238092, 2.070840], [2.093168, -1.993064, -0.018453]], "forces_ev_per_angstrom": [[4.3, -2.1, -5.3], [0.5, 0.2, 3.0], [-0.3, 0.5, 1.4], [0.2, -0.3, -0.9], [-0.3, -2.2, 0.5], [-0.2, 4.1, -1.8], [1.3, -0.9, -0.4], [-0.9, 0.7, 0.1], [0.1, -0.5, -0.3], [0.2, 0.2, -0.1], [0.0, 0.0, 0.5], [0.4, 0.4, 0.2], [-0.4, 0.4, -0.7], [-0.1, 0.0, 0.2], [-0.1, 0.2, 0.2], [0.1, 0.8, 0.3], [-0.2, -0.2, -0.6], [0.1, 1.4, -2.3], [-0.9, -1.0, 0.8], [2.0, 0.7, -2.9], [-1.4, -0.3, 1.9], [-0.1, -0.8, -1.6], [-0.5, 0.3, 0.1], [0.2, 1.0, 0.9], [-1.7, -1.1, -0.3], [0.3, 0.1, 0.2], [0.2, 0.3, 0.4], [-0.3, 0.3, -0.2], [0.8, -0.2, 0.3], [0.9, -1.3, 2.3], [-2.5, -1.0, 1.8], [0.9, -0.7, -0.5], [0.6, -0.2, -0.9], [-2.7, 1.3, 2.8], [0.4, -0.2, -0.1], [0.3, -0.3, 0.1], [0.5, 0.0, -0.8], [-1.4, 1.1, -0.6], [-1.2, 0.7, 1.3], [0.3, -0.9, 0.7], [1.5, -0.8, -1.0], [-0.7, 0.7, -0.5], [0.4, 0.0, -0.6], [-0.3, 0.5, -0.6], [-0.9, 0.0, 0.7], [0.9, -1.0, 2.1], [0.1, -0.1, 0.2], [0.0, 0.1, -0.1], [-0.3, 0.4, -0.6], [-0.2, -0.1, 0.2], [0.5, -0.3, -0.2], [0.1, -0.1, 0.1], [0.0, 0.0, 0.2], [-0.2, -0.2, 0.5]], "mulliken_charge": [-0.81, 0.40, 0.47, 0.30, 1.27, -0.59, 0.33, 0.23, -1.65, 0.38, 0.34, 0.32, -1.82, 0.29, 0.37, 0.40, -0.14, -0.97, 0.57, -0.55, 0.59, -0.36, 0.35, -0.37, -0.31, 0.29, 0.32, 0.27, 0.18, 0.32, -1.32, 0.10, 0.44, 0.40, -0.71, -0.41, -0.71, 0.80, -0.13, 0.07, 0.69, -0.64, -0.47, -0.71, 0.05, 0.04, 0.39, 0.43, 0.30, 0.40, 0.30, 0.45, 0.39, 0.41]}

In eV, the electronic energy values for the records above are, in order, -101258.176; -78464.185.
In kcal per mole, the relative energy (zero: lowest compared OMol25 entry of this formula, charge and spin) values for the records above are, in order, 11.6; 41.3.